Entry from the Open Molecules 2025 dataset: ClH2NS2 in the gas phase (wB97M-V/def2-TZVPD).

Atoms and positions in Å:
1 Cl -2.3640 0.4534 -0.2320
2 S 1.8917 0.8771 -0.0030
3 S -0.5610 -0.7416 0.2966
4 N 0.6127 -0.2724 -0.5541
5 H -0.9804 -1.3779 -0.7649
6 H 1.4011 1.0614 1.2575

M   115.61 u
HOMO level   -9.03 eV
Energy above the lowest of the compared OMol25 structures with the same formula, charge and spin   10.5 kcal per mole
Spin multiplicity   1
Lowest unoccupied orbital energy   -0.66 eV
Total energy   -35712.804 eV

How is the electron density shared among the atoms? According to Löwdin, the charges in e are: -0.037 0.614 0.555 -0.888 -0.082 -0.163

---

Entry from the Open Molecules 2025 dataset: ClH2O2PS2 as an isolated structure (wB97M-V/def2-TZVPD).

Atoms and positions in Å:
1 Cl -2.4764 -1.4572 0.3647
2 S -0.0277 -0.0433 1.8736
3 S 1.6693 1.0321 0.1272
4 P -0.8654 -0.3884 0.1579
5 O 2.2273 -0.2068 -0.4946
6 O 0.5965 1.5403 -0.7173
7 H 0.0478 -1.0075 -0.5927
8 H -1.1713 0.5307 -0.7188

M   164.58 u
HOMO level   -9.79 eV
Energy above the lowest of the compared OMol25 structures with the same formula, charge and spin   65.9 kcal per mole
Spin multiplicity   1
Lowest unoccupied orbital energy   -0.83 eV
Total energy   -47608.470 eV

How is the electron density shared among the atoms? According to Löwdin, the charges in e are: 0.319 0.218 0.710 -0.043 -0.503 -0.582 -0.059 -0.060

---

Entry from the Open Molecules 2025 dataset: ClH2O2PS2 in the gas phase (wB97M-V/def2-TZVPD).

Atoms and positions in Å:
1 Cl 3.1276 0.3580 -0.0098
2 S -2.1421 -1.3743 -0.1176
3 S 1.6403 -0.9536 0.0984
4 P -0.4298 -0.2275 -0.0246
5 O -0.3598 0.8170 -1.2082
6 O -0.3647 0.6871 1.2563
7 H -0.4507 0.1663 -1.9404
8 H -1.0208 0.5271 1.9460

Structure (SMILES)   OP(O)(=S)SCl
M   164.58 u
HOMO level   -9.53 eV
Energy above the lowest of the compared OMol25 structures with the same formula, charge and spin   21.0 kcal per mole
Spin multiplicity   1
Lowest unoccupied orbital energy   -1.28 eV
Total energy   -47610.414 eV

How is the electron density shared among the atoms? According to Löwdin, the charges in e are: 0.081 0.187 0.151 -0.054 -0.253 -0.268 0.071 0.083

---

Entry from the Open Molecules 2025 dataset: ClH2O3PS in the gas phase (wB97M-V/def2-TZVPD).

Atoms and positions in Å:
1 Cl 1.4758 -1.5222 -0.8552
2 S 2.1900 1.6349 -0.0678
3 P 0.8499 0.2521 -0.1834
4 O -1.4021 -0.2020 1.1533
5 O -0.4548 0.3117 -1.3746
6 O -0.0206 0.1792 1.1749
7 H -1.4028 -1.1244 0.9703
8 H -1.2353 0.4708 -0.8175

Structure (SMILES)   OO[P@@](O)(=S)Cl
M   148.51 u
HOMO level   -9.86 eV
Energy above the lowest of the compared OMol25 structures with the same formula, charge and spin   37.7 kcal per mole
Spin multiplicity   1
Lowest unoccupied orbital energy   -0.17 eV
Total energy   -38820.468 eV

How is the electron density shared among the atoms? According to Löwdin, the charges in e are: 0.371 0.290 -0.123 -0.009 -0.304 -0.343 0.086 0.031

---

Entry from the Open Molecules 2025 dataset: ClH2OP in the gas phase (wB97M-V/def2-TZVPD).

Atoms and positions in Å:
1 Cl 1.1718 -1.0493 -2.4124
2 P 0.6126 0.6114 0.0167
3 O 1.4616 0.3944 -1.3253
4 H 0.0833 -0.5677 0.3764
5 H -0.5166 0.8670 -0.6868

Structure (SMILES)   POCl
M   84.44 u
HOMO level   -10.18 eV
Energy above the lowest of the compared OMol25 structures with the same formula, charge and spin   75.3 kcal per mole
Spin multiplicity   1
Lowest unoccupied orbital energy   -1.35 eV
Total energy   -23888.516 eV

How is the electron density shared among the atoms? According to Löwdin, the charges in e are: 0.482 0.731 -0.961 -0.136 -0.116

---

Entry from the Open Molecules 2025 dataset: a 2-piece molecular cluster, ClH3N2O2S overall (wB97M-V/def2-TZVPD).

Atoms and positions in Å:
1 Cl 3.4543 -0.1555 -0.3812
2 S 2.6651 -0.9391 -2.0937
3 O 2.5242 -2.3348 -1.9909
4 O 1.1110 -0.4848 -1.8767
5 N -0.7474 -0.0405 0.9822
6 N -0.3006 0.7593 0.1510
7 H -0.7570 1.7103 0.1594
8 H 0.8768 0.4117 -1.7193
9 H -0.0976 -0.7901 1.0256

M   130.56 u
HOMO level   -9.75 eV
Energy above the lowest of the compared OMol25 structures with the same formula, charge and spin   15.8 kcal per mole
Spin multiplicity   1
Lowest unoccupied orbital energy   0.32 eV
Total energy   -30479.131 eV

Löwdin population analysis, charges in e, atoms 1 to 8: 0.215 0.511 -0.455 -0.369 0.028 -0.034 0.074 0.001

---

Entry from the Open Molecules 2025 dataset: a 2-piece molecular cluster, ClH3NPS overall (wB97M-V/def2-TZVPD).

Atoms and positions in Å:
1 Cl -2.2187 -0.6720 0.3781
2 S 1.8543 -1.9490 0.0466
3 P -0.8495 0.1768 -0.8274
4 N -0.2522 1.2004 0.3442
5 H 1.4821 -1.4834 -1.1884
6 H -0.4955 0.8946 1.2407
7 H 0.4795 1.8327 0.0062

M   115.52 u
HOMO level (alpha / beta)   -9.30 / -7.41 eV
Energy above the lowest of the compared OMol25 structures with the same formula, charge and spin   54.9 kcal per mole
Spin multiplicity   1
Lowest unoccupied orbital energy (alpha / beta)   -0.70 / -2.17 eV
Total energy   -34183.707 eV

How is the electron density shared among the atoms? According to Löwdin, the charges in e are: 0.128 0.159 0.399 -0.338 -0.370 -0.025 0.048

---

Entry from the Open Molecules 2025 dataset: a 2-piece molecular cluster, ClH3NPS overall (wB97M-V/def2-TZVPD).

Atoms and positions in Å:
1 Cl 0.2790 -1.6488 -2.3789
2 S 1.3355 0.8304 -0.6643
3 P -0.6158 0.6063 -0.2240
4 N -0.6006 0.4252 1.3574
5 H 0.9105 -0.7679 -2.0525
6 H 0.0531 0.6741 2.1191
7 H -1.3617 -0.1194 1.8432

Structure (SMILES)   NP=S.Cl
M   115.52 u
HOMO level   -9.06 eV
Energy above the lowest of the compared OMol25 structures with the same formula, charge and spin   26.0 kcal per mole
Spin multiplicity   1
Lowest unoccupied orbital energy   -0.80 eV
Total energy   -34184.960 eV

How is the electron density shared among the atoms? According to Löwdin, the charges in e are: 0.361 0.045 0.398 -0.373 -0.563 0.066 0.065

---

Entry from the Open Molecules 2025 dataset: ClH3NPS in the gas phase (wB97M-V/def2-TZVPD).

Atoms and positions in Å:
1 Cl 2.3661 0.2795 -0.0314
2 S -0.0270 -0.1347 -0.0332
3 P -1.2691 1.4199 0.0249
4 N -0.5470 -1.2199 0.8388
5 H -0.8574 1.8950 -1.2188
6 H 0.4578 -0.5038 -1.1664
7 H -0.1234 -1.7361 1.5862

M   115.52 u
HOMO level (alpha / beta)   -7.50 / -9.78 eV
Energy above the lowest of the compared OMol25 structures with the same formula, charge and spin   59.2 kcal per mole
Spin multiplicity   3
⟨S²⟩   2.0078
Lowest unoccupied orbital energy (alpha / beta)   0.10 / -3.24 eV
Total energy   -34179.434 eV

How is the electron density shared among the atoms? According to Löwdin, the charges in e are: -0.136 0.182 0.610 -0.412 -0.172 -0.087 0.015

---

Entry from the Open Molecules 2025 dataset: ClH3O2SSi in the gas phase (wB97M-V/def2-TZVPD).

Atoms and positions in Å:
1 Cl -2.9772 -0.5014 2.5836
2 S -1.0423 -0.1791 3.3495
3 Si -0.0302 0.1313 0.2230
4 O -1.2502 0.7263 4.4103
5 O -0.3786 0.8170 1.6410
6 H -1.3450 0.0765 -0.6404
7 H 0.9997 1.0049 -0.2423
8 H 0.4231 -1.1550 0.3498

M   130.63 u
HOMO level   -10.64 eV
Energy above the lowest of the compared OMol25 structures with the same formula, charge and spin   28.8 kcal per mole
Spin multiplicity   1
Lowest unoccupied orbital energy   -1.36 eV
Total energy   -35377.283 eV

How is the electron density shared among the atoms? According to Löwdin, the charges in e are: 0.209 0.714 0.413 -0.470 -0.641 -0.045 -0.070 -0.110